a) A cluster of 2 separate species, C11H15N in total, computed with wB97M-V/def2-TZVPD.

```
27
Properties=species:S:1:pos:R:3
C -2.25 2.79 -0.24
C -0.37 1.09 0.40
C -1.39 2.05 0.71
C 0.03 0.58 1.65
C -1.54 2.12 2.05
C 0.83 -0.70 -0.66
C 1.26 -1.12 0.61
C 0.02 0.42 -0.77
C 0.95 -0.45 1.79
N -0.69 1.20 2.65
H 1.09 -1.28 -1.54
H 1.88 -2.01 0.66
H -0.11 0.95 -1.71
H 1.16 -0.91 2.74
H -1.55 3.24 -0.99
H -2.82 3.55 0.30
H -2.21 2.74 2.61
H -0.45 1.14 3.62
H -2.95 2.24 -0.85
C 0.68 -3.25 -3.30
C 2.20 -3.30 -2.96
H 0.57 -2.49 -4.08
H 0.40 -4.19 -3.80
H 0.04 -3.00 -2.46
H 2.38 -3.87 -2.04
H 2.57 -2.27 -2.83
H 2.76 -3.80 -3.74
```

Summary:
Kohn-Sham gap = 8.75 eV
SMILES = Cc1c[nH]c2ccccc12.CC

natural (NBO) population analysis, charges in e, atoms 1 to 6: atom 1 (C): -0.624, atom 2 (C): -0.105, atom 3 (C): -0.080, atom 4 (C): 0.156, atom 5 (C): -0.037, atom 6 (C): -0.236

b) A cluster of 2 separate species, C11H15N in total, computed with wB97M-V/def2-TZVPD.

```
27
Properties=species:S:1:pos:R:3
C 0.01 -3.13 -0.27
C 1.32 -3.96 -0.19
H -0.41 -3.15 0.74
H 0.37 -2.11 -0.34
H -0.75 -3.49 -0.94
H 2.12 -3.33 0.20
H 1.64 -4.37 -1.14
H 1.25 -4.72 0.59
C -1.80 2.39 -2.06
C -0.30 1.26 -0.22
C -1.43 2.04 -0.65
C -0.43 1.15 1.17
C -2.09 2.44 0.47
C 2.04 0.68 0.01
C 1.84 0.41 1.39
C 0.96 0.97 -0.78
C 0.61 0.59 1.95
N -1.52 1.85 1.58
H 2.97 0.53 -0.52
H 2.69 0.25 2.05
H 1.04 1.09 -1.85
H 0.41 0.32 2.98
H -0.94 2.35 -2.71
H -2.25 3.34 -2.15
H -2.96 3.07 0.59
H -1.84 1.87 2.53
H -2.54 1.67 -2.43
```

Summary:
Kohn-Sham gap = 8.81 eV
SMILES = Cc1c[nH]c2ccccc12.CC

natural (NBO) population analysis, charges in e, atoms 1 to 6: atom 1 (C): -0.621, atom 2 (C): -0.607, atom 3 (H): 0.199, atom 4 (H): 0.220, atom 5 (H): 0.208, atom 6 (H): 0.202

c) A cluster of 2 separate species, C11H15N in total, computed with wB97M-V/def2-TZVPD.

```
27
Properties=species:S:1:pos:R:3
C 0.21 -3.50 1.44
C 1.00 -0.09 0.50
C 0.08 -1.05 1.05
C 0.73 -2.36 0.69
C 1.87 -2.19 -0.02
C -0.48 1.58 1.44
C 0.74 1.30 0.73
C -1.51 0.67 1.73
C -1.22 -0.67 1.61
N 1.96 -0.77 -0.25
H -0.64 2.63 1.74
H 1.38 2.07 0.40
H -2.57 1.09 1.91
H -2.03 -1.53 1.68
H 2.52 -0.42 -0.95
H 2.43 -3.06 -0.29
H 0.79 -3.94 2.27
H -0.09 -4.30 0.68
H -0.73 -3.21 1.92
C -0.81 2.92 -2.37
C -0.31 1.49 -2.25
H -0.97 3.29 -3.37
H -1.89 2.83 -1.95
H -0.21 3.67 -1.85
H 0.72 1.64 -2.09
H -0.42 0.97 -3.15
H -0.57 0.95 -1.25
```

Summary:
Kohn-Sham gap = 8.89 eV
SMILES = Cc1c[nH]c2ccccc12.CC

natural (NBO) population analysis, charges in e, atoms 1 to 6: atom 1 (C): -0.636, atom 2 (C): 0.150, atom 3 (C): -0.088, atom 4 (C): -0.079, atom 5 (C): -0.064, atom 6 (C): -0.204

Relative energies with respect to the most stable structure, expressed in kcal/mol: a) 0.0; b) 4.5; c) 44.2.